1.
ORCA calculation (wB97M-V/def2-TZVPD) on a 14-piece molecular cluster, C5H36NO15 overall.

```
57
Properties=species:S:1:pos:R:3:mulliken_charge:R:1
C -3.67 0.23 0.44 -1.234
C -2.87 -0.67 1.45 2.691
C -3.33 -2.08 1.57 -1.230
C -2.59 -0.09 2.84 -1.398
N -2.81 1.33 -0.11 0.129
C -1.40 1.32 -0.23 0.203
O -0.69 0.34 -0.52 -0.172
O -0.90 2.49 -0.09 -1.008
H -4.58 0.70 0.80 0.434
H -4.14 -0.22 -0.45 0.347
H -1.80 -0.62 1.12 -1.423
H -4.28 -2.24 1.08 0.324
H -3.38 -2.43 2.61 0.365
H -2.58 -2.71 1.01 0.211
H -1.50 0.09 3.05 0.185
H -2.82 -0.92 3.57 0.322
H -3.08 0.90 3.02 0.243
H -3.24 2.20 0.11 0.324
H 0.59 1.95 2.59 0.269
H 0.13 2.54 1.31 0.226
O 1.00 2.23 1.75 -0.579
H -0.90 0.41 -2.21 0.300
H -0.31 1.52 -3.10 0.453
O -1.04 0.82 -3.11 -0.864
H 0.32 1.02 -4.20 0.394
H 1.75 1.67 -3.86 0.315
O 1.27 0.98 -4.35 -0.703
H 0.41 3.61 -1.72 0.340
H 1.47 2.95 -1.47 0.320
O 1.16 3.30 -2.33 -0.686
H 3.93 -0.40 -1.53 0.307
H 4.47 0.17 -0.17 0.301
O 4.60 -0.53 -0.84 -0.674
H 3.90 -2.17 2.24 0.247
H 4.05 -1.74 0.73 0.348
O 3.97 -1.41 1.63 -0.534
H 4.04 1.63 1.26 0.328
H 2.89 2.63 1.43 0.368
O 3.88 2.54 1.57 -0.704
H 1.74 -4.02 -0.86 0.274
H 0.49 -3.98 0.03 0.482
O 1.31 -4.53 -0.12 -0.708
H -2.45 3.47 -2.27 0.318
H -2.47 2.15 -3.05 0.359
O -2.72 3.07 -3.13 -0.660
H 1.87 0.73 1.56 0.181
H 1.37 0.08 0.28 0.078
O 1.64 -0.15 1.16 -0.312
H 0.79 -0.96 -3.02 0.307
H 1.39 -0.25 -1.88 0.200
O 1.18 -1.15 -2.15 -0.580
H 0.33 -1.77 -0.54 0.452
H -0.68 -1.55 0.29 0.256
O -0.21 -2.36 0.11 -0.670
H 1.55 -2.50 2.21 0.308
H 1.44 -4.22 2.01 0.309
O 1.50 -3.42 2.50 -0.678
```

Values from the calculation:
- Energy relative to the best compared isomer or geometry (same formula, charge and spin): 331.27 kJ/mol
- HOMO energy: -6.8 eV
- Total charge: -1
- HOMO-LUMO gap: 9.269 eV
- E: -37973.6134 eV
- F_max: 0.0667 hartree/bohr

2.
ORCA calculation (wB97M-V/def2-TZVPD) on C27H54Cl4CsF3LiN2NaO10P as an isolated structure.

```
104
Properties=species:S:1:pos:R:3:mulliken_charge:R:1
C -0.68 4.27 4.49 -1.259
C -1.20 2.85 4.32 -0.770
C -0.48 2.05 3.23 -0.610
C -0.74 2.68 1.87 -0.439
P -0.12 1.74 0.38 0.859
C 1.48 0.75 0.33 -1.910
C 2.19 0.61 1.70 0.052
C 3.33 -0.42 1.56 -0.515
C 3.52 -1.35 2.78 -1.012
C 3.05 -2.78 2.46 -0.443
C 4.24 -3.64 2.03 -0.486
O 4.07 -4.24 0.75 -0.330
C 4.23 -5.60 0.73 0.532
C 3.19 -6.40 1.44 -0.818
O 5.16 -6.08 0.15 -0.589
C 0.83 3.29 -0.27 -3.706
C -0.11 4.46 -0.76 0.398
C -0.70 4.18 -2.08 0.488
F 0.15 3.90 -3.05 -0.330
C -2.00 4.22 -2.33 -0.051
F -2.84 4.94 -1.57 -0.356
F -2.62 3.67 -3.31 -0.189
C -1.27 0.23 0.85 0.537
Cl -0.73 -1.19 1.64 -0.239
C -2.56 0.21 0.56 0.076
C -3.43 -1.01 0.81 -1.413
Cl -3.39 1.58 -0.22 -0.248
H -1.14 4.91 3.75 0.296
H -0.94 4.70 5.44 0.401
H 0.39 4.33 4.31 0.271
H -2.24 2.93 4.00 0.212
H -1.22 2.30 5.25 0.476
H -0.85 1.03 3.29 0.291
H 0.57 2.11 3.46 0.211
H -1.82 2.89 1.80 0.411
H -0.25 3.65 1.89 0.588
H -0.83 1.77 -0.84 0.017
H 2.22 1.22 -0.31 0.707
H 1.30 -0.21 -0.12 0.923
H 2.73 1.52 2.01 -0.090
H 1.51 0.26 2.46 0.236
H 4.26 0.11 1.40 -0.268
H 3.14 -1.08 0.73 0.720
H 4.57 -1.38 3.04 0.480
H 2.96 -0.96 3.62 0.474
H 2.35 -2.75 1.64 0.209
H 2.53 -3.24 3.28 0.425
H 5.14 -3.03 1.98 0.176
H 4.42 -4.41 2.77 0.402
H 2.84 -7.18 0.78 0.380
H 2.35 -5.77 1.73 0.272
H 3.64 -6.89 2.29 0.219
H 1.59 3.70 0.51 0.747
H 1.44 3.05 -1.16 1.851
H -0.86 4.72 -0.01 -0.151
H 0.51 5.36 -0.87 0.953
H -4.46 -0.72 0.70 0.284
H -3.29 -1.36 1.83 0.574
H -3.16 -1.82 0.13 -0.163
Cs 3.01 4.21 -0.03 0.966
C -2.43 0.48 -5.12 0.731
O -1.88 0.51 -3.97 -0.698
O -3.05 1.70 -5.48 -0.601
O -2.47 -0.43 -5.93 -0.670
H -2.87 2.22 -4.70 0.374
O -0.35 -4.03 1.65 -0.905
H -0.15 -3.27 1.12 0.073
Na -4.06 0.24 2.87 0.916
O 2.03 -6.36 4.20 -0.538
H 2.25 -6.93 4.94 0.262
H 1.22 -5.91 4.46 0.289
Li -2.53 3.75 0.20 0.932
C 7.35 0.87 1.40 -0.316
Cl 6.14 2.09 1.91 -0.177
Cl 7.10 -0.67 2.19 -0.071
H 7.27 0.74 0.33 0.242
H 8.33 1.25 1.67 0.354
C 2.56 -0.20 -6.94 -1.010
C 2.34 1.29 -6.77 0.819
O 3.23 2.03 -6.42 -0.600
C 0.95 1.80 -7.07 -0.732
H 3.59 -0.44 -6.70 0.305
H 1.89 -0.75 -6.27 0.248
H 2.35 -0.49 -7.96 0.325
H 0.22 1.31 -6.41 0.008
H 0.68 1.57 -8.10 0.365
H 0.92 2.87 -6.92 0.263
C -1.94 -2.91 -2.42 0.717
O -3.13 -2.63 -2.30 -0.689
N -1.08 -2.19 -3.19 -0.238
N -1.39 -3.96 -1.74 -0.320
H -0.10 -2.41 -3.24 0.128
H -1.43 -1.38 -3.70 0.126
H -1.99 -4.50 -1.15 0.193
H -0.42 -4.21 -1.79 0.141
C -8.81 -0.34 0.48 -1.068
C -8.21 0.70 1.39 -0.260
O -6.77 0.56 1.48 -0.380
H -8.57 -1.35 0.83 0.278
H -9.89 -0.24 0.43 0.360
H -8.41 -0.25 -0.54 0.356
H -8.59 0.59 2.41 0.254
H -8.45 1.71 1.04 0.290
H -6.42 0.66 0.59 0.200
```

Values from the calculation:
- HOMO energy: -7.6 eV
- Total charge: +1
- HOMO-LUMO gap: 2.898 eV
- E: -125012.5650 eV
- F_max: 0.2932 hartree/bohr

3.
ORCA calculation (wB97M-V/def2-TZVPD) on C28H20BrN2OPRuSe2 as an isolated structure.

```
56
Properties=species:S:1:pos:R:3:mulliken_charge:R:1
Ru 0.00 -0.07 -0.43 -0.128
Br 5.74 1.10 4.27 -0.171
C 4.50 0.83 2.87 -0.260
C 4.96 0.82 1.54 -0.376
C 4.08 0.63 0.52 -0.864
C 2.69 0.44 0.75 0.647
O 1.95 0.26 -0.27 -0.052
C 2.22 0.46 2.12 0.052
C 0.86 0.29 2.50 0.466
N -0.15 0.11 1.70 0.016
C -1.46 -0.07 2.13 0.862
C -1.92 -0.07 3.44 -0.599
C -3.27 -0.25 3.73 -1.095
C -4.20 -0.45 2.73 -0.828
C -3.79 -0.47 1.38 1.126
C -4.68 -0.66 0.30 -0.759
C -4.19 -0.65 -0.98 -1.167
C -2.82 -0.47 -1.18 0.338
N -1.96 -0.30 -0.19 0.453
C -2.42 -0.28 1.09 -0.180
C 3.16 0.66 3.15 -0.692
H 6.00 0.96 1.34 0.438
H 4.40 0.61 -0.51 0.518
H 0.69 0.33 3.58 0.159
H -1.24 0.08 4.27 0.356
H -3.59 -0.24 4.76 0.410
H -5.24 -0.58 2.96 0.443
H -5.73 -0.82 0.49 0.465
H -4.82 -0.79 -1.83 0.507
H -2.42 -0.47 -2.19 0.232
H 2.82 0.66 4.17 0.483
Se -0.16 1.76 -2.16 -0.153
P 0.09 -0.08 -3.39 0.038
Se 0.40 -2.34 -1.19 -0.146
C -1.38 -0.17 -4.48 0.940
C -2.11 -1.36 -4.40 -0.418
C -3.30 -1.49 -5.10 -0.557
C -3.73 -0.44 -5.91 -0.615
C -3.00 0.73 -6.00 -0.666
C -1.83 0.88 -5.27 -0.453
C 1.58 0.26 -4.39 1.154
C 2.62 -0.64 -4.24 -0.318
C 3.81 -0.43 -4.92 -0.713
C 3.94 0.67 -5.75 -0.489
C 2.90 1.58 -5.88 -0.742
C 1.71 1.39 -5.19 -0.418
H -1.74 -2.17 -3.79 0.418
H -3.88 -2.39 -5.01 0.458
H -4.66 -0.54 -6.46 0.414
H -3.35 1.54 -6.62 0.408
H -1.28 1.81 -5.31 0.275
H 2.49 -1.50 -3.59 0.319
H 4.63 -1.12 -4.80 0.421
H 4.86 0.84 -6.28 0.405
H 3.02 2.46 -6.50 0.406
H 0.92 2.12 -5.27 0.233
```

Values from the calculation:
- Energy relative to the best compared isomer or geometry (same formula, charge and spin): 340.56 kJ/mol
- 2S+1: 2
- HOMO energy (alpha / beta): -10.6 / -10.6 eV
- Total charge: +1
- HOMO-LUMO gap (alpha / beta): 5.706 / 5.404 eV
- E: -246988.2229 eV
- Expectation value of S²: 0.884
- F_max: 0.0603 hartree/bohr

4.
ORCA calculation (wB97M-V/def2-TZVPD) on C23H23IN2O2RhTe as an isolated structure.

```
53
Properties=species:S:1:pos:R:3:mulliken_charge:R:1
Rh 1.21 -0.35 0.54 0.263
C 5.17 1.47 -0.85 -1.289
C 4.02 1.52 -1.80 1.092
N 4.11 2.26 -2.88 -0.620
C 3.09 2.32 -3.75 -1.057
C 1.93 1.62 -3.60 0.484
C 0.84 1.73 -4.63 -0.827
O -0.40 2.03 -3.99 -0.502
C 1.78 0.81 -2.44 -0.361
C 0.57 0.07 -2.26 0.204
N 0.14 -0.43 -1.15 0.266
C -1.12 -1.09 -1.10 0.092
C -2.19 -0.59 -1.85 0.125
C -3.41 -1.24 -1.84 -0.949
C -3.59 -2.39 -1.08 -0.654
C -2.54 -2.88 -0.31 -0.538
C -1.32 -2.23 -0.32 -0.025
I 0.20 -2.99 0.90 0.184
C 2.84 0.76 -1.52 0.529
O 2.86 0.03 -0.44 -1.094
H 5.95 2.14 -1.19 0.378
H 5.57 0.45 -0.78 0.311
H 4.85 1.74 0.16 0.296
H 3.24 2.97 -4.60 0.354
H 0.75 0.79 -5.19 0.318
H 1.12 2.51 -5.34 0.456
H -0.96 2.52 -4.61 0.328
H -0.05 -0.09 -3.13 0.971
H -2.05 0.32 -2.41 0.513
H -4.23 -0.84 -2.42 0.403
H -4.54 -2.90 -1.07 0.432
H -2.68 -3.77 0.29 0.453
C -2.49 -2.21 4.70 -1.518
C -1.72 -1.24 3.86 0.574
C -0.35 -1.06 4.04 -1.135
C 0.38 -0.15 3.28 1.978
C 1.84 0.00 3.57 -1.602
C -0.30 0.60 2.28 -0.962
Te 0.77 2.01 1.16 0.214
C -1.70 0.41 2.07 1.370
C -2.48 1.20 1.08 -1.876
C -2.37 -0.51 2.86 -0.627
H -1.83 -2.75 5.39 0.368
H -3.01 -2.94 4.08 0.334
H -3.24 -1.68 5.29 0.370
H 0.16 -1.63 4.80 0.295
H 2.14 -0.72 4.34 0.417
H 2.09 1.00 3.92 0.333
H 2.49 -0.18 2.70 0.346
H -1.90 1.45 0.19 0.363
H -2.82 2.14 1.51 0.409
H -3.37 0.65 0.77 0.349
H -3.43 -0.65 2.72 0.466
```

Values from the calculation:
- Energy relative to the best compared isomer or geometry (same formula, charge and spin): 36.25 kJ/mol
- HOMO energy: -10.9 eV
- Total charge: +1
- HOMO-LUMO gap: 6.364 eV
- E: -49694.8642 eV
- F_max: 0.0129 hartree/bohr

5.
ORCA calculation (wB97M-V/def2-TZVPD) on H2InO5P as an isolated structure.

```
9
Properties=species:S:1:pos:R:3:mulliken_charge:R:1
In -13.34 -13.87 5.45 0.863
P -15.49 -15.94 7.34 0.786
O -15.64 -15.55 5.81 -0.441
O -14.88 -17.36 7.29 -0.503
O -16.94 -15.82 7.97 -0.466
O -14.47 -14.85 7.86 -0.445
O -12.65 -16.70 6.18 -0.612
H -12.40 -17.60 5.96 0.299
H -13.49 -16.79 6.63 0.519
```

Values from the calculation:
- Energy relative to the best compared isomer or geometry (same formula, charge and spin): 93.10 kJ/mol
- HOMO energy: -10.4 eV
- HOMO-LUMO gap: 5.232 eV
- E: -24729.2636 eV
- F_max: 0.0652 hartree/bohr

6.
ORCA calculation (wB97M-V/def2-TZVPD) on a 2-piece molecular cluster, C5H12S overall.

```
18
Properties=species:S:1:pos:R:3:mulliken_charge:R:1
C 1.56 1.13 -0.46 -0.969
C 1.58 -0.41 -0.55 -0.338
C 0.70 -0.98 0.55 0.162
C -0.71 -1.23 0.15 -0.599
S -1.58 -0.39 -1.11 -0.084
C -2.76 0.68 -0.15 -0.742
H 2.59 1.39 -0.28 0.315
H 1.35 1.50 -1.42 0.287
H 0.77 1.61 0.39 0.252
H 2.64 -0.85 -0.57 0.373
H 0.94 -0.68 -1.48 0.142
H 0.71 -0.21 1.40 -0.731
H 1.20 -1.98 0.79 0.363
H 0.91 0.09 2.29 0.361
H -0.97 -2.24 0.44 0.407
H -3.22 1.38 -0.91 0.291
H -2.24 1.20 0.68 0.231
H -3.47 0.00 0.27 0.279
```

Values from the calculation:
- Energy relative to the best compared isomer or geometry (same formula, charge and spin): 594.23 kJ/mol
- HOMO energy: -7.6 eV
- HOMO-LUMO gap: 6.764 eV
- E: -16208.6170 eV
- F_max: 0.1761 hartree/bohr

Question: The highest E belongs to which entry?
Answer: C5H12S